33
Properties=species:S:1:pos:R:3:forces:R:3 method="wB97M-V/def2-TZVPD" molar_mass_g_mol=170.25 smiles=CCC[C@H](C)NCN.O.O.O relative_energy_ev=0.647 total_charge=0 gap_ev=9.57 lumo_ev=0.34 largest_force_ev_per_a=1.956
C 1.44022 -0.06647 1.55156 1.04 -0.07 0.94
C 0.32031 -0.28023 0.50876 1.11 0.25 0.12
C 0.77111 -1.21103 -0.61801 -1.34 -0.67 -1.25
C -0.18483 -1.12948 -1.83427 -0.46 0.87 0.61
C 0.05471 -2.14851 -2.91879 0.24 -0.32 -0.36
N -0.94676 -0.73811 1.09053 -0.17 0.58 -0.18
C -1.39005 0.03295 2.27631 0.11 0.11 -0.53
N -2.20122 1.19386 1.97530 -0.07 -0.28 0.46
H 1.73948 0.94415 1.83963 -0.58 0.38 -0.62
H 1.23062 -0.44519 2.55819 -0.16 -0.63 -0.38
H 2.40115 -0.49937 1.25219 -0.22 -0.34 -0.13
H 0.21878 0.67952 -0.00225 -0.63 0.21 0.22
H 1.74849 -1.02708 -1.07081 0.32 0.08 0.78
H 0.69635 -2.26365 -0.31742 0.50 0.07 0.32
H -0.16867 -0.10793 -2.25142 0.33 -0.15 -0.04
H -1.20199 -1.18374 -1.45008 -0.12 -0.45 -0.01
H -0.77200 -2.17605 -3.62357 -0.11 0.09 -0.11
H 0.95894 -1.94109 -3.50218 -0.03 0.02 0.14
H 0.15306 -3.16710 -2.53444 0.00 0.08 0.16
H -0.95092 -1.74173 1.21799 0.13 0.06 0.25
H -0.51936 0.41066 2.80990 -0.03 -0.01 0.14
H -1.91753 -0.63214 2.95808 -0.15 -0.02 -0.13
H -1.70119 1.87938 1.43282 -0.03 0.07 -0.12
H -3.10578 0.99457 1.56763 0.18 0.02 -0.06
H 2.06090 1.75523 -1.81466 -0.01 -0.04 -0.07
H 2.75502 0.88474 -0.75579 0.09 -0.27 -0.02
O 2.41456 1.76397 -0.92183 0.00 0.25 -0.02
H -2.85605 0.27657 -1.52767 -0.18 -0.11 0.41
H -2.79160 -0.14509 -0.03552 0.00 -0.04 -0.68
O -3.41247 0.01793 -0.77746 0.28 0.04 0.15
H 2.02002 2.67903 0.71629 0.02 0.58 0.42
H 1.29625 4.00119 0.83049 0.48 -0.36 0.65
O 1.84043 3.39023 1.37048 -0.55 -0.01 -1.06